[1]
14
Properties=species:S:1:pos:R:3:forces:R:3 method="wB97M-V/def2-TZVPD" fmax_ev_per_a=5.0 smiles="C=CO.CSS" relative_energy_kj_mol=248.21 total_energy_ha=-990.6161
C 1.299973 -1.099949 0.216080 -2.69 -0.49 0.64
C 0.204898 -0.877760 1.012341 3.01 -1.03 -1.25
O 0.557099 -0.673304 2.334185 -4.25 2.55 -0.70
H 1.241213 -1.428373 -0.803926 -0.15 0.14 -0.34
H 2.230182 -1.233604 0.720655 0.71 0.33 0.07
H -0.852560 -0.909619 0.664365 0.95 0.40 0.82
H 1.169680 -1.293318 2.573180 2.52 -2.38 0.88
C -1.186597 0.693713 -1.778517 2.46 -1.54 0.95
S -1.450382 2.245193 -0.736925 -0.69 -0.07 -1.13
S -0.525101 2.223386 1.170005 0.80 -1.86 -1.59
H -1.203754 1.004206 -2.871661 -0.44 -0.27 1.55
H -0.057970 0.365430 -1.590607 -2.29 0.75 -0.48
H -1.787477 -0.276085 -1.533427 0.59 2.12 -0.50
H 0.360797 1.260085 0.624252 -0.52 1.36 1.07


[2]
7
Properties=species:S:1:pos:R:3:forces:R:3 method="wB97M-V/def2-TZVPD" fmax_ev_per_a=1.1 relative_energy_kj_mol=323.98 total_energy_ha=-550.0502
C 1.619330 0.752432 -0.006876 -0.44 -0.34 -0.98
C -1.397855 -0.864528 -0.394823 0.01 -0.12 -0.72
O 2.656709 1.155361 0.346713 0.10 0.09 0.49
F -2.380460 0.065997 -0.387290 -0.23 0.20 -0.04
I 0.079377 -0.112065 1.262532 0.32 0.05 1.09
H 1.246280 0.694567 -1.043869 -0.05 0.01 0.01
H -1.823380 -1.691763 0.223613 0.30 0.12 0.15


[3]
16
Properties=species:S:1:pos:R:3:forces:R:3 method="wB97M-V/def2-TZVPD" fmax_ev_per_a=3.5 relative_energy_kj_mol=83.10 total_charge=+1 multiplicity=6 total_energy_ha=-1015.5933
O -0.351935 1.055103 -1.079040 1.83 -0.83 -0.15
C -1.515062 0.313245 -0.896532 -2.54 0.29 -2.44
C -1.696806 0.199882 0.621381 -2.26 1.11 -0.08
O -0.496339 -0.438007 1.089448 0.86 0.49 -1.16
C -0.331916 -0.557043 2.509364 -0.91 -0.56 0.81
C 1.095399 -0.413283 2.905380 -0.01 0.15 -0.35
Pm 1.332817 0.246056 -0.325591 0.56 -2.20 -1.55
H -1.855972 -0.690772 -1.229446 2.67 -0.98 -0.16
H -2.555753 -0.431237 0.893680 0.19 0.25 -0.08
H -1.792491 1.189374 1.097356 0.11 -0.32 0.03
H -0.723657 -1.561254 2.748631 0.21 0.39 0.22
H -0.969075 0.196647 2.997188 0.26 -0.19 -0.12
H 1.747449 -1.287534 2.867477 -0.04 0.35 0.12
H 1.425178 0.532964 3.340533 0.10 -0.44 -0.06
H -2.057743 0.677774 -1.919385 -0.89 0.60 3.35
F 1.559807 -1.449478 -1.652458 -0.12 1.89 1.62


[4]
56
Properties=species:S:1:pos:R:3:forces:R:3 method="wB97M-V/def2-TZVPD" fmax_ev_per_a=3.6 total_charge=+1 total_energy_ha=-2196.0004
C -2.200949 2.694112 -2.447683 -0.23 -1.28 0.75
C -1.817796 1.410226 -2.059653 -0.52 0.50 -0.73
C -0.489615 0.986167 -2.367254 1.41 -0.36 0.19
C 0.524893 1.981576 -2.647637 -0.30 -0.50 0.05
C 0.116728 3.332497 -2.807297 -0.94 0.57 -0.22
C -1.234344 3.663132 -2.780559 1.18 0.11 -0.33
C 1.856195 1.544505 -2.731021 -0.05 -0.10 -0.17
C 2.199487 0.232940 -2.383969 -0.63 -0.26 0.02
C 1.113826 -0.690861 -2.132585 -0.15 1.16 -0.07
C 1.406844 -1.987172 -1.605406 0.39 -0.82 -0.43
C 2.715818 -2.455805 -1.675559 -1.54 0.01 0.47
C 3.777049 -1.575006 -1.964958 0.21 0.96 -0.43
C 3.531886 -0.244099 -2.254337 0.44 -0.82 -0.01
H -3.270848 2.942962 -2.446818 0.51 0.10 0.31
H 0.875234 4.100330 -2.964816 -0.22 -0.17 -0.06
H -1.570577 4.682419 -2.980209 0.25 -0.29 0.03
H 2.623050 2.214725 -3.125218 -0.12 -0.02 0.39
H 2.897797 -3.514808 -1.458895 0.10 0.50 0.19
H 4.792038 -1.966130 -1.925708 -0.16 0.24 -0.04
H 4.347358 0.458315 -2.392380 0.01 -0.13 -0.07
N -0.173964 -0.325078 -2.279320 0.08 0.54 1.43
La -0.163812 1.756275 2.318333 -3.11 1.29 -0.97
C -2.690051 0.474140 -1.264511 0.33 0.17 -0.13
H -2.508600 -0.567075 -1.555694 -0.11 0.18 0.00
H -3.748553 0.727509 -1.378666 0.04 -0.10 0.05
C 0.272954 -2.730172 -0.938220 0.12 0.29 -0.42
H -0.644102 -2.665950 -1.547107 0.37 -0.11 0.17
H 0.538276 -3.779511 -0.756386 -0.11 0.17 -0.05
P -2.277764 0.562906 0.575579 -0.37 0.66 -0.87
P -0.145997 -1.916449 0.710557 0.74 -0.68 -0.77
C 1.179165 -2.703331 1.695615 0.06 -0.01 0.22
H 1.001752 -2.505357 2.759619 0.13 -0.10 -0.15
H 1.155676 -3.785511 1.511420 0.19 0.20 0.18
H 2.155134 -2.296389 1.403740 -0.13 -0.13 0.08
C -1.504795 -3.069858 1.126232 -0.18 0.13 0.23
H -1.094161 -4.084998 1.192736 -0.23 0.15 -0.02
H -1.933326 -2.778662 2.091665 -0.06 -0.24 -0.19
H -2.272662 -3.031010 0.342955 0.14 -0.09 0.25
C -2.935233 2.258232 0.927620 -0.33 0.08 -0.04
H -3.953483 2.264161 0.520513 0.09 0.42 0.26
H -2.997797 2.460317 2.014048 -0.08 -0.07 -0.25
H -2.355255 3.049591 0.429223 -0.15 -0.21 0.05
C -3.690027 -0.432022 1.168517 0.02 -0.12 0.33
H -3.603020 -0.591845 2.250352 -0.12 -0.04 -0.25
H -4.613514 0.119045 0.948457 0.14 -0.24 0.05
H -3.709610 -1.403606 0.657282 -0.02 0.32 0.20
C -0.881773 -0.199461 3.293046 -0.55 -1.32 1.78
O -1.120321 -1.151311 3.932702 0.20 0.68 -0.84
H 1.483475 0.508779 2.159275 2.60 -0.62 0.56
F 2.221543 2.472560 1.928570 1.59 -1.63 1.16
C 2.490390 1.086212 2.372692 -0.33 0.38 -3.54
F 3.451816 0.594087 1.557207 -1.05 0.72 1.65
C 2.731027 1.011136 3.862200 0.13 -0.99 3.27
F 3.839175 1.505865 4.400235 -0.80 -0.11 -1.18
F 1.653158 1.663232 4.503012 1.10 -0.62 -1.31
F 2.650190 -0.306497 4.218472 0.02 1.65 -0.76


[5]
48
Properties=species:S:1:pos:R:3:forces:R:3 method="wB97M-V/def2-TZVPD" fmax_ev_per_a=6.6 relative_energy_kj_mol=416.13 total_charge=+1 total_energy_ha=-1145.0112
O 0.533176 -0.534462 2.686363 -0.52 -0.77 -0.18
C 0.222964 0.569673 2.313482 1.19 1.66 1.33
N 1.187632 1.519892 2.068605 -0.90 -0.16 -0.36
C -1.223894 1.098872 2.427448 0.07 -3.43 -0.62
N -1.818440 0.994488 1.050406 -0.86 2.40 0.53
C -3.185349 1.591980 1.036593 -0.34 -0.43 1.82
H 2.140121 1.210186 2.188651 0.14 -0.19 -0.25
H 0.999533 2.225494 1.375534 0.12 0.29 0.10
H -1.694426 0.238607 2.952587 0.03 0.85 0.05
H -1.351033 2.002545 3.010453 -0.02 0.45 -0.67
H -1.909759 -0.024130 0.784651 0.47 1.11 0.52
H -1.255122 1.541198 0.387930 0.19 -0.21 -0.52
H -3.669415 1.012095 1.823253 -0.72 -0.31 -0.46
H -3.683147 1.506686 0.076619 0.14 0.03 -0.01
H -3.266410 2.588770 1.506282 0.70 -0.10 -0.89
H -0.379919 -2.918943 3.066132 0.36 -0.04 -0.47
H -1.024113 -3.652582 1.769995 0.87 -0.06 0.11
O -1.172001 -3.176535 2.592388 -1.23 -0.21 0.23
H 2.566399 1.899176 -3.257373 0.80 0.26 -0.39
H 1.765204 0.860966 -2.680014 -0.40 -0.29 0.61
O 2.260941 1.640927 -2.380954 1.20 -5.19 -3.94
H 0.519700 -0.506697 -0.707507 -0.19 -0.17 -0.12
H -0.847700 -0.370803 -1.419957 0.16 -0.02 -0.21
O -0.352815 -0.108500 -0.632826 0.49 -0.02 -0.16
H -3.502317 -1.507618 1.042355 0.00 0.41 -0.46
H -2.479968 -2.213788 1.842436 1.19 0.60 0.15
O -2.563361 -1.417702 1.259915 -1.75 -1.23 0.59
H 0.084971 2.971162 -0.952022 0.34 1.12 -0.38
H -1.537682 3.337955 -1.028455 -0.20 1.59 -0.35
O -0.849841 2.712983 -0.930845 -0.09 -2.37 0.74
H -0.862695 -2.559570 -1.409047 0.05 0.28 -0.10
H -1.448025 -2.091514 -0.012288 0.05 0.18 -0.40
O -1.188239 -2.841684 -0.555852 0.09 -1.12 0.30
H 3.666307 -1.548097 -1.434887 -0.12 -0.45 -0.21
H 3.865086 -0.221896 -2.033980 -0.21 0.43 -0.37
O 3.326642 -1.010176 -2.163402 0.42 -0.20 0.82
H 4.192509 -0.192892 1.497485 0.16 -0.04 -0.54
H 2.731376 -0.694044 1.197643 -1.00 -0.43 -1.53
O 3.355110 -0.481773 1.850464 1.05 0.46 2.10
H -2.361022 -2.208674 -3.540509 -0.02 -0.16 -0.02
H -1.053551 -1.393144 -3.468755 0.14 -0.12 -0.01
O -2.001181 -1.340826 -3.348990 -0.38 0.46 0.21
H 1.862360 2.750919 -2.068891 0.17 1.10 -0.42
H 2.158459 4.083924 -0.972949 0.76 1.35 -0.42
O 1.785465 3.288603 -1.280944 -2.73 2.72 4.60
H 0.776661 -1.971777 -3.825655 0.89 -0.36 -0.51
H 1.585173 -1.650167 -2.476416 0.39 -0.11 -0.74
O 0.727429 -1.704864 -2.916177 -0.91 0.42 0.88